Computed, not measured: a 2-piece molecular cluster, C11H20NO3 overall in a non-equilibrium geometry, with the ωB97M-V functional and the def2-TZVPD basis.

XYZ file:
```
35
Properties=species:S:1:pos:R:3:forces:R:3
O -2.05350 1.13680 0.53553 2.3239 -0.4157 1.2306
O 3.93385 1.04488 -1.25357 -0.3325 -0.1970 0.0680
O 2.26138 -0.11933 -0.21528 1.8508 1.6785 -0.4918
N -1.72763 -1.82749 -0.20437 -0.5910 -0.6426 -1.5191
C 3.27552 1.78649 0.87738 -0.1228 0.5586 0.1574
C -0.82934 1.11884 -0.26642 0.1935 0.7004 -1.9161
C 4.79428 2.12284 -0.88828 0.4494 0.2155 -0.3334
C -4.64563 -2.47784 0.99732 1.9724 -2.5797 -0.6583
C -0.98125 -1.38212 -1.44216 -1.3728 -1.2363 0.2015
C -0.98702 0.24431 -1.68274 1.1924 -0.1029 0.7187
C 3.06434 0.79894 -0.23001 -1.7849 -2.2695 0.2617
C -1.87102 0.64245 1.90050 -1.1543 -1.0907 1.0982
C 4.05369 2.87671 0.18510 0.0790 0.8798 0.3434
C -3.54614 -3.47222 0.75247 -1.5346 1.9043 -0.0195
C -2.33290 -3.20507 -0.35733 -0.2221 0.6753 -0.1458
H -1.49994 -3.99879 -0.13596 -1.5752 0.4762 -0.4689
H -5.36508 -2.23628 0.08116 2.4129 0.7934 1.9538
H -0.79026 0.30738 2.18781 -1.8604 0.6377 -0.9088
H -0.00695 0.49152 -2.31254 -1.8865 -0.3312 1.2341
H -2.79991 -3.39601 -1.43224 0.9015 0.1792 1.4157
H -0.65164 2.24060 -0.63535 -0.3302 -2.0050 0.7844
H -3.53072 -4.50435 1.33668 0.7323 2.7409 -0.1416
H 0.12172 -1.82614 -1.44983 -1.6014 1.1486 -0.2668
H 3.35795 3.58915 -0.27467 0.1372 -0.0997 0.0586
H 2.32263 2.15651 1.26274 0.1045 -0.4091 0.0867
H -1.53561 -1.85260 -2.38837 1.1377 0.8103 1.2375
H 4.99313 2.74866 -1.76316 -0.0350 -0.2991 0.0021
H 0.14798 0.80871 0.29231 -2.1125 0.2018 -0.7912
H -2.22913 1.42221 2.72224 0.7511 -1.0761 -1.8585
H -4.78104 -2.02166 2.07872 -0.7103 -1.7940 -2.1685
H -1.89249 0.63052 -2.32255 1.5106 -0.8360 1.5279
H -2.58281 -0.30217 2.04554 1.7019 1.8606 -0.5200
H 5.74072 1.70725 -0.52676 -0.0310 0.0124 -0.0170
H 3.85800 1.31280 1.67246 -0.1758 -0.0487 -0.0092
H 4.71483 3.43449 0.85363 -0.0180 -0.0403 -0.1459
```
Positions in Å, forces in eV/Å.

Values from the calculation:
HOMO-LUMO gap = 3.75 eV
charge = -1
M = 214.3 g mol⁻¹

natural (NBO) atomic charge list, values in e, 8 entries:
1. O -0.567
2. O -0.488
3. O -0.527
4. N -0.838
5. C -0.531
6. C -0.064
7. C -0.069
8. C -0.516